Record 1
{
  "formula": "C4H11N3O",
  "method": "ωB97M-V/def2-TZVPD",
  "symbols": ["C", "C", "C", "N", "H", "H", "H", "H", "H", "H", "H", "N", "N", "C", "O", "H", "H", "H", "H"],
  "positions_angstrom": [[0.698, -1.092, -0.698], [1.468, -0.174, 0.192], [2.739, 0.379, -0.386], [1.004, 0.092, 1.336], [1.364, -1.689, -1.316], [0.063, -0.496, -1.355], [0.055, -1.740, -0.109], [2.538, 0.817, -1.362], [3.460, -0.427, -0.523], [3.177, 1.134, 0.265], [1.562, 0.741, 1.890], [-1.735, 1.023, 1.225], [-2.588, 0.057, 0.657], [-2.706, -0.121, -0.664], [-2.030, 0.445, -1.497], [-0.824, 0.590, 1.453], [-1.551, 1.711, 0.494], [-3.197, -0.401, 1.318], [-3.497, -0.848, -0.919]],
  "forces_ev_per_a": [[-0.09, -0.05, -0.06], [0.26, -0.02, -0.23], [0.00, 0.13, 0.23], [-0.16, -0.04, 0.66], [0.06, -0.09, -0.08], [0.00, 0.00, -0.07], [-0.03, -0.02, 0.02], [0.03, 0.02, -0.10], [0.04, -0.05, -0.07], [0.02, 0.02, -0.01], [0.24, 0.02, -0.26], [0.12, 0.17, 0.02], [0.23, 0.04, 0.59], [-0.30, -0.41, 0.14], [0.16, 0.29, -0.34], [-0.45, 0.01, -0.28], [-0.12, -0.15, 0.14], [-0.06, 0.10, -0.31], [0.04, 0.04, 0.00]],
  "e_tot_ev": -10843.465,
  "max_force_ev_per_a": 0.68,
  "multiplicity": 1
}

Record 2
{
  "formula": "C4H11N3O",
  "method": "ωB97M-V/def2-TZVPD",
  "symbols": ["C", "O", "C", "N", "N", "N", "C", "C", "H", "H", "H", "H", "H", "H", "H", "H", "H", "H", "H"],
  "positions_angstrom": [[1.012, 1.622, 1.833], [-0.221, 0.997, 1.201], [0.193, 0.100, 0.300], [1.465, 0.012, 0.024], [1.594, -0.905, -1.169], [-0.788, -0.455, -0.625], [-1.112, -1.871, -0.371], [-1.954, 0.546, -0.972], [1.048, 0.695, 2.735], [1.877, 1.310, 0.869], [0.923, 2.708, 2.104], [2.626, -0.447, -1.137], [0.966, -0.391, -1.777], [-2.218, -2.064, -0.938], [-1.134, -2.325, 0.839], [-0.419, -2.725, -1.115], [-2.122, 0.092, -2.154], [-1.819, 1.732, -1.256], [-2.686, 0.500, -0.126]],
  "forces_ev_per_a": [[1.05, -4.03, -0.17], [0.53, 0.96, -0.22], [0.43, 0.91, -1.86], [-3.11, -2.75, 0.00], [4.51, 2.94, 2.23], [0.34, 2.05, 2.22], [-1.81, -3.53, -1.76], [0.59, -0.80, -2.96], [0.88, 3.59, -2.04], [-2.07, 1.43, 3.41], [-0.56, -1.42, -0.05], [-2.44, -2.18, -2.23], [0.37, -0.18, -1.06], [2.79, 0.54, 2.06], [0.04, 1.71, -3.66], [-1.60, 2.91, 2.58], [-0.83, 1.18, 3.70], [0.87, -3.14, 1.26], [-0.01, -0.18, -1.45]],
  "e_tot_ev": -10836.186,
  "max_force_ev_per_a": 5.83,
  "multiplicity": 1
}